Formula: H22O11
Source: the OMol25 dataset
Level of theory: the ωB97M-V functional and the def2-TZVPD basis

E_HOMO   -0.412 Ha
LUMO energy   -0.24 eV
E_tot   -840.794280 hartree
Relative energy (zero: lowest compared OMol25 entry of this formula, charge and spin)   53.9 kcal/mol
Structure (SMILES)   O.O.O.O.O.O.O.O.O.O.O
Orbital gap   0.403 hartree

The geometry in ORCA input format:
```
! RIJCOSX wB97M-V def2-TZVPD def2/J DEFGRID3
* xyz 0 1
O 0.63266 0.42665 4.42238
H 1.27960 0.75296 3.79690
H 0.88440 0.82270 5.25665
O -5.04767 2.28390 -0.76974
H -4.32762 2.83439 -1.07751
H -5.29637 2.66319 0.07319
O 0.99410 3.35321 1.10399
H 1.63627 3.83514 1.62513
H 0.18522 3.40363 1.61330
O -0.64303 -0.08684 -0.59706
H 0.10897 -0.34627 -1.12942
H -0.38203 0.74523 -0.20237
O -4.49497 -1.28848 0.37676
H -5.01021 -0.49973 0.20751
H -3.72679 -1.19894 -0.18725
O 0.01146 -3.01863 2.19436
H -0.72116 -2.42635 2.02488
H 0.22989 -2.87289 3.11483
O -2.02489 2.66523 -4.28809
H -1.41034 1.98980 -4.00111
H -2.73029 2.18113 -4.71736
O 3.35178 -3.19649 0.16227
H 4.06683 -2.79443 0.65550
H 2.58696 -3.10470 0.73048
O 2.83678 0.05445 -2.36491
H 2.82522 0.03818 -3.32190
H 3.39245 -0.68514 -2.11901
O 4.76418 3.07971 0.01278
H 3.97191 2.58483 -0.19612
H 4.61699 3.40458 0.90105
O -0.83813 -5.43135 -1.41433
H -0.33321 -5.50853 -0.60481
H -1.38902 -4.66002 -1.28095
*
```